Entry 1:
323
Properties=species:S:1:pos:R:3 method="wB97M-V/def2-TZVPD" charge=0 multiplicity=1 lumo_ha=-0.01974 relative_energy_ev=0.000 homo_ev=-8.2 orbital_gap_ha=0.2812
C -2.661 -3.618 0.850
C -2.109 -4.429 2.008
C -3.196 -5.155 2.842
O -2.651 -5.758 4.037
C -3.696 -6.220 4.842
N -1.157 -5.317 1.411
H -1.835 -3.271 0.229
H -3.312 -2.799 1.158
H -3.386 -4.233 0.316
H -1.524 -3.862 2.733
H -3.624 -6.063 2.416
H -3.917 -4.367 3.056
H -4.042 -7.166 4.424
H -4.584 -5.588 4.814
H -3.486 -6.497 5.875
H -1.633 -6.143 1.078
H -0.538 -5.724 2.097
C 0.383 -3.391 4.888
C 1.521 -3.478 5.989
C 1.497 -4.642 6.927
O 0.567 -4.516 8.038
C 0.029 -5.661 8.670
N 2.827 -3.330 5.391
H 0.272 -2.430 4.385
H -0.569 -3.840 5.168
H 0.642 -4.047 4.056
H 1.492 -2.538 6.540
H 2.500 -4.757 7.338
H 1.192 -5.538 6.386
H -0.513 -5.408 9.582
H 0.799 -6.384 8.936
H -0.654 -6.201 8.014
H 3.124 -4.132 4.853
H 3.043 -2.527 4.817
C -0.780 -4.984 -1.904
C -1.366 -4.861 -3.272
C -1.189 -6.061 -4.243
O -1.677 -7.211 -3.507
C -1.925 -8.288 -4.417
N -2.813 -4.486 -3.101
H -0.857 -4.093 -1.282
H 0.291 -5.179 -1.968
H -1.215 -5.791 -1.315
H -0.903 -4.022 -3.791
H -0.140 -6.268 -4.454
H -1.793 -5.858 -5.127
H -0.978 -8.599 -4.856
H -2.688 -7.961 -5.124
H -2.247 -9.187 -3.892
H -3.289 -5.249 -2.641
H -3.358 -4.491 -3.951
C 4.533 -3.607 -3.378
C 3.394 -2.799 -4.057
C 2.024 -3.671 -4.135
O 2.345 -4.858 -4.794
C 2.130 -4.856 -6.136
N 3.103 -1.547 -3.368
H 4.080 -4.206 -2.588
H 5.310 -3.037 -2.868
H 5.039 -4.217 -4.127
H 3.602 -2.630 -5.114
H 1.194 -3.122 -4.581
H 1.664 -3.897 -3.131
H 1.106 -4.888 -6.509
H 2.523 -5.793 -6.530
H 2.826 -4.110 -6.518
H 2.123 -1.444 -3.586
H 3.597 -0.792 -3.822
C 0.771 3.992 2.331
C -0.087 4.507 3.542
C 0.726 5.418 4.410
O 1.991 4.864 5.014
C 2.416 5.497 6.235
N -1.316 5.078 3.015
H 1.317 4.738 1.754
H 0.227 3.255 1.740
H 1.536 3.369 2.795
H -0.306 3.657 4.188
H 0.089 5.792 5.212
H 0.949 6.310 3.823
H 3.214 4.907 6.687
H 1.534 5.499 6.875
H 2.738 6.525 6.071
H -1.724 4.507 2.288
H -2.039 4.967 3.712
C 0.566 -1.014 -1.145
C 0.797 0.460 -0.555
C 1.107 0.393 0.916
O 0.088 -0.330 1.728
C -1.180 0.370 1.803
N 1.872 1.089 -1.305
H 1.482 -1.605 -1.163
H 0.125 -0.979 -2.141
H -0.095 -1.562 -0.473
H -0.111 1.034 -0.739
H 1.439 1.324 1.375
H 1.989 -0.243 0.985
H -1.762 0.432 0.883
H -1.044 1.409 2.103
H -1.843 -0.030 2.570
H 2.664 0.478 -1.162
H 2.149 1.976 -0.909
C -7.958 2.289 2.861
C -7.914 1.816 4.305
C -8.712 0.503 4.497
O -10.107 0.614 4.380
C -10.861 1.089 5.539
N -6.467 1.583 4.597
H -7.867 1.424 2.204
H -7.173 2.948 2.490
H -8.891 2.805 2.633
H -8.307 2.662 4.868
H -8.494 0.255 5.536
H -8.301 -0.268 3.846
H -11.940 1.212 5.455
H -10.541 2.082 5.853
H -10.709 0.405 6.374
H -5.965 1.140 3.840
H -6.431 0.849 5.289
C -0.142 7.126 -7.692
C 1.050 6.584 -6.892
C 1.225 5.013 -7.097
O 0.463 4.247 -6.148
C 0.902 4.335 -4.786
N 2.224 7.264 -7.404
H -0.016 6.845 -8.738
H -0.106 8.214 -7.637
H -1.111 6.825 -7.293
H 0.845 6.715 -5.829
H 2.283 4.790 -6.956
H 0.922 4.795 -8.121
H 0.688 5.320 -4.373
H 1.978 4.253 -4.639
H 0.377 3.652 -4.118
H 1.993 8.245 -7.342
H 2.967 7.075 -6.747
C -3.759 3.143 6.803
C -3.236 3.355 5.375
C -2.570 2.032 4.919
O -1.427 1.784 5.719
C -0.776 0.586 5.370
N -4.294 3.758 4.532
H -4.423 2.283 6.897
H -4.320 3.963 7.251
H -2.989 2.796 7.492
H -2.444 4.099 5.453
H -2.351 2.180 3.862
H -3.272 1.200 4.865
H -0.137 0.746 4.502
H -1.501 -0.220 5.257
H -0.129 0.244 6.177
H -5.073 3.115 4.498
H -4.693 4.619 4.878
C -3.266 6.204 -0.363
C -3.150 5.215 -1.525
C -1.838 4.402 -1.377
O -0.721 5.175 -1.590
C 0.474 4.558 -1.171
N -4.287 4.320 -1.411
H -4.124 6.872 -0.436
H -2.345 6.787 -0.377
H -3.183 5.711 0.605
H -3.103 5.887 -2.382
H -1.755 3.734 -2.235
H -1.787 3.751 -0.504
H 1.064 3.961 -1.866
H 0.394 4.003 -0.236
H 1.197 5.332 -0.916
H -4.431 3.810 -2.271
H -5.061 4.958 -1.526
C 3.220 0.906 4.866
C 3.624 0.018 3.675
C 4.968 -0.618 3.967
O 6.112 0.271 4.002
C 7.426 -0.236 4.373
N 2.547 -0.957 3.511
H 2.476 1.582 4.445
H 4.009 1.557 5.243
H 2.850 0.310 5.700
H 3.700 0.620 2.770
H 5.195 -1.340 3.184
H 4.914 -1.093 4.947
H 7.596 -0.980 3.594
H 7.440 -0.791 5.311
H 8.251 0.476 4.360
H 2.756 -1.657 2.814
H 1.722 -0.591 3.056
C 1.935 -2.059 -8.378
O 3.077 -1.997 -8.738
N 1.447 -1.692 -7.265
N 0.985 -2.482 -9.103
H 0.447 -1.815 -7.192
H 1.928 -1.273 -6.482
H 1.204 -2.553 -10.086
H 0.047 -2.608 -8.751
C 5.503 -0.297 -0.892
O 5.903 0.284 -1.884
N 5.789 -0.066 0.331
N 4.570 -1.216 -0.920
H 5.036 -0.349 0.941
H 6.347 0.742 0.567
H 4.200 -1.491 -1.819
H 4.231 -1.782 -0.155
C -5.581 -2.140 3.931
O -6.571 -2.105 3.297
N -4.533 -1.396 3.819
N -5.467 -2.974 4.942
H -4.561 -0.569 3.239
H -3.754 -1.695 4.389
H -4.636 -2.942 5.516
H -6.263 -3.516 5.245
C 8.195 3.750 -2.407
O 9.324 3.496 -2.106
N 7.719 4.949 -2.564
N 7.245 2.779 -2.654
H 8.310 5.725 -2.300
H 6.789 5.049 -2.945
H 6.296 3.065 -2.848
H 7.579 1.831 -2.558
C -3.652 -0.862 -2.099
O -4.627 -1.059 -1.372
N -2.743 -1.729 -2.345
N -3.450 0.231 -2.742
H -2.856 -2.711 -2.137
H -1.878 -1.485 -2.805
H -4.092 1.005 -2.653
H -2.668 0.213 -3.382
C -2.987 3.914 -5.028
O -2.279 3.013 -4.599
N -2.497 4.942 -5.624
N -4.282 3.944 -4.901
H -1.495 4.988 -5.742
H -3.085 5.506 -6.221
H -4.764 4.787 -5.177
H -4.705 3.229 -4.326
C 4.263 5.670 -2.954
O 5.054 4.767 -3.044
N 3.973 6.496 -3.938
N 3.638 6.022 -1.864
H 4.447 6.382 -4.822
H 3.397 7.280 -3.668
H 3.236 6.948 -1.911
H 3.694 5.534 -0.982
C 4.367 3.405 0.424
O 3.267 3.508 -0.096
N 5.509 3.522 -0.208
N 4.493 3.109 1.672
H 6.297 3.181 0.324
H 5.570 3.806 -1.175
H 3.644 2.959 2.198
H 5.367 2.952 2.152
C -2.182 -2.499 -6.943
O -1.452 -2.288 -7.870
N -3.440 -2.667 -7.031
N -1.834 -2.583 -5.703
H -3.757 -3.297 -6.308
H -3.800 -2.673 -7.975
H -0.953 -2.172 -5.429
H -2.487 -2.989 -5.048
C -0.145 0.346 -4.682
O 0.312 -0.803 -4.639
N 0.059 1.193 -3.744
N -1.003 0.733 -5.540
H 0.658 0.786 -3.041
H -0.560 1.966 -3.546
H -1.374 1.669 -5.457
H -1.232 -0.052 -6.133
C -4.388 1.784 1.380
O -4.597 0.871 2.106
N -4.614 1.627 0.110
N -4.111 2.964 1.704
H -4.649 0.661 -0.182
H -4.476 2.387 -0.541
H -3.988 3.679 1.001
H -4.054 3.043 2.709
C 5.736 -4.614 2.234
O 4.896 -4.857 3.084
N 6.684 -5.415 1.917
N 5.668 -3.687 1.313
H 6.753 -6.331 2.336
H 7.259 -5.246 1.104
H 6.420 -3.498 0.666
H 4.757 -3.251 1.297
C 3.954 1.446 -4.642
O 4.815 0.803 -5.140
N 3.003 1.997 -5.372
N 3.799 1.565 -3.364
H 2.447 2.762 -5.018
H 3.078 1.789 -6.357
H 3.040 2.123 -3.000
H 4.533 1.114 -2.838
C 8.514 -1.304 -3.615
O 9.105 -1.243 -2.552
N 7.327 -0.915 -3.909
N 9.027 -1.793 -4.701
H 6.992 -1.161 -4.830
H 6.684 -0.526 -3.234
H 8.573 -1.945 -5.590
H 9.998 -2.072 -4.696
C -2.923 -2.140 7.623
O -3.221 -2.260 6.444
N -3.721 -1.493 8.511
N -1.802 -2.563 8.169
H -3.447 -1.346 9.472
H -4.564 -1.072 8.148
H -1.726 -2.326 9.148
H -1.160 -3.165 7.673
C 2.126 -3.381 1.396
O 3.071 -2.602 1.342
N 2.221 -4.640 1.623
N 0.889 -3.039 1.312
H 3.170 -4.883 1.871
H 1.421 -5.248 1.721
H 0.672 -2.053 1.356
H 0.145 -3.720 1.345
C -6.178 -4.124 -0.633
O -6.530 -5.231 -0.255
N -5.937 -3.704 -1.807
N -5.811 -3.204 0.198
H -5.424 -2.844 -1.935
H -5.846 -4.470 -2.460
H -5.835 -3.256 1.207
H -5.617 -2.329 -0.267



Entry 2:
119
Properties=species:S:1:pos:R:3 method="wB97M-V/def2-TZVPD" charge=+2 multiplicity=1 lumo_ha=-0.19720 relative_energy_ev=0.000 homo_ev=-12.3 orbital_gap_ha=0.2557
Tl 0.133 -0.499 0.859
S -1.326 5.360 0.677
C -1.963 6.884 0.272
C -3.240 6.789 -0.188
C -3.706 5.447 -0.203
C -2.779 4.552 0.248
C -2.913 3.090 0.365
C -1.800 2.283 0.675
N -1.844 0.971 0.774
C -3.025 0.344 0.598
C -4.188 1.040 0.276
C -5.424 0.315 0.100
C -5.474 -1.018 0.280
C -4.292 -1.755 0.654
C -4.303 -3.135 0.899
C -3.159 -3.786 1.305
C -2.004 -2.997 1.438
N -1.957 -1.708 1.171
C -3.081 -1.078 0.797
C -3.106 -5.236 1.567
C -4.088 -6.165 1.382
C -3.684 -7.486 1.725
C -2.398 -7.532 2.165
S -1.678 -5.987 2.164
C -4.105 2.434 0.156
H -1.360 7.772 0.397
H -3.827 7.640 -0.505
H -4.698 5.170 -0.542
H -0.827 2.742 0.792
H -6.318 0.872 -0.161
H -6.408 -1.558 0.166
H -5.232 -3.681 0.772
H -1.082 -3.443 1.790
H -5.079 -5.929 1.011
H -4.323 -8.356 1.649
H -1.834 -8.392 2.500
H -5.001 2.991 -0.098
C -1.581 -0.582 5.390
C -0.407 -0.721 6.117
C 0.796 -0.865 5.448
C 0.802 -0.877 4.056
N -0.325 -0.719 3.371
C -1.489 -0.580 4.015
C 2.047 -1.031 3.241
C 3.245 -1.400 3.857
C 4.432 -1.460 3.143
C 4.446 -1.109 1.800
C 3.258 -0.765 1.168
C 2.068 -0.773 1.871
H -2.541 -0.469 5.875
H -0.426 -0.710 7.200
H 1.717 -0.949 6.009
H -2.372 -0.451 3.398
H 3.263 -1.644 4.914
H 5.347 -1.749 3.646
H 5.378 -1.097 1.245
H 3.278 -0.429 0.143
C 2.905 1.552 -2.549
N 1.956 1.010 -1.549
P 0.769 -0.157 -2.014
C -0.291 0.606 -3.273
C 0.167 1.034 -4.521
C -0.684 1.721 -5.375
C -2.002 1.968 -5.000
C -2.475 1.520 -3.774
C -1.619 0.844 -2.915
C 1.703 -1.423 -2.944
C 1.187 -1.929 -4.141
C 1.819 -2.975 -4.803
C 2.983 -3.527 -4.287
C 3.510 -3.032 -3.102
C 2.870 -1.996 -2.435
P 1.385 2.024 -0.290
C 1.215 3.693 -1.013
C 1.940 4.801 -0.564
C 1.719 6.057 -1.118
C 0.769 6.227 -2.112
C 0.032 5.137 -2.560
C 0.251 3.881 -2.013
C 2.670 2.309 0.971
C 4.046 2.376 0.758
C 4.912 2.642 1.810
C 4.415 2.865 3.088
C 3.046 2.810 3.315
C 2.186 2.517 2.264
H 2.387 2.064 -3.360
H 3.511 0.745 -2.961
H 3.562 2.278 -2.084
H 1.174 0.802 -4.845
H -0.323 2.054 -6.341
H -2.663 2.500 -5.675
H -3.507 1.692 -3.490
H -1.980 0.504 -1.947
H 0.286 -1.510 -4.567
H 1.405 -3.349 -5.732
H 3.484 -4.331 -4.814
H 4.422 -3.452 -2.692
H 3.291 -1.643 -1.510
H 2.680 4.696 0.215
H 2.297 6.905 -0.769
H 0.600 7.209 -2.539
H -0.713 5.263 -3.336
H -0.333 3.039 -2.371
H 4.465 2.215 -0.227
H 5.979 2.685 1.628
H 5.095 3.077 3.905
H 2.650 2.981 4.310
H 1.119 2.452 2.463
I -1.737 -2.978 -2.161
C -0.062 -3.766 -1.169
C 0.352 -5.018 -1.599
C 1.387 -5.637 -0.923
C 1.956 -4.997 0.163
C 1.492 -3.742 0.505
N 0.505 -3.106 -0.157
H -0.137 -5.493 -2.439
H 1.729 -6.617 -1.234
H 2.756 -5.452 0.734
H 1.940 -3.200 1.330